H14NO5 | wB97M-V/def2-TZVPD

Results
Total charge: +1
LUMO energy (eV): -2.810
Frontier orbital gap (eV): 11.80
Energy relative to the best compared isomer or geometry (same formula, charge and spin) (eV): 1.1677
HOMO (eV): -14.61

Cartesian coordinates (Å):
1 O 1.780438 3.030723 -0.507752
2 O -4.166906 -0.607360 -0.046032
3 O -1.786476 -0.551542 -2.052347
4 O 0.127791 -0.216515 2.187580
5 O 3.334872 -2.125704 0.884370
6 N 0.723136 0.159486 -0.454204
7 H -2.521762 -0.086799 -1.736710
8 H 0.013001 -0.071699 -1.214890
9 H -2.101276 -1.062864 -2.820978
10 H 1.698372 -0.065881 -0.671722
11 H -4.741604 0.171530 -0.187420
12 H 0.343197 -0.264166 0.393996
13 H 4.182468 -1.953422 0.442238
14 H 0.782812 1.208763 -0.238348
15 H -0.083914 -1.113035 2.479110
16 H 3.086520 -2.921396 0.377760
17 H 2.642272 3.391082 -0.165996
18 H 0.084967 0.223958 3.008318
19 H -4.527346 -0.910515 0.799154
20 H 1.129436 3.765348 -0.476124

Atomic forces in eV per Å
0.375 0.717 0.536
-0.767 0.893 0.269
1.952 -1.235 -1.222
-0.223 -1.410 -0.847
0.247 -0.494 -1.190
-0.834 1.824 -0.739
-1.883 0.895 0.915
0.986 0.482 0.481
0.267 0.336 0.546
-0.447 -0.656 0.102
0.431 -0.445 -0.213
0.607 -0.149 0.490
-0.044 0.331 0.510
-0.287 -1.303 -0.638
0.068 -0.199 -0.353
-0.269 0.215 0.575
-1.386 -0.393 -0.486
0.057 1.433 1.386
0.317 -0.329 -0.116
0.834 -0.513 -0.004